No. 1
Formula: C40H83B8F32N12O2
Source: the OMol25 dataset
Level of theory: ωB97M-V with the def2-TZVPD basis set

The geometry in XYZ format:
```
177
C40H83B8F32N12O2 | the OMol25 dataset | ωB97M-V with the def2-TZVPD basis set
C 14.3572 -13.7876 -11.6594
C 13.2607 -13.6120 -12.7132
N 12.5269 -12.3892 -12.7455
C 12.9464 -11.1984 -13.1679
C 11.8309 -10.3204 -13.1758
N 10.7460 -11.0770 -12.6962
C 11.2439 -12.2735 -12.2966
C 9.3572 -10.7604 -12.7289
H 15.1106 -13.0099 -11.7847
H 14.9935 -14.6622 -11.7947
H 13.9715 -13.6951 -10.6441
H 12.6630 -14.5187 -12.6196
H 13.6655 -13.6854 -13.7226
H 14.0083 -11.1605 -13.3613
H 11.7644 -9.3144 -13.5632
H 10.7048 -13.0340 -11.7513
H 9.0386 -10.3648 -11.7645
H 8.8122 -11.6439 -13.0615
H 9.0338 -10.0373 -13.4777
C 14.8198 -12.2491 0.7980
C 13.8038 -13.3275 0.3364
N 13.5134 -14.1697 1.5264
C 14.2456 -15.2670 1.9733
C 13.6168 -15.6278 3.1879
N 12.5887 -14.7185 3.5303
C 12.5534 -13.8492 2.4389
C 11.7852 -14.6252 4.7050
H 15.8396 -12.6212 0.8966
H 14.3651 -11.6730 1.6038
H 14.8201 -11.5605 -0.0470
H 14.2244 -13.9159 -0.4791
H 12.8803 -12.9567 -0.1083
H 15.1080 -15.6860 1.4762
H 13.7768 -16.4692 3.8458
H 11.8402 -13.0409 2.3720
H 12.0356 -13.7298 5.2739
H 11.8519 -15.5198 5.3240
H 10.7437 -14.5431 4.3941
C 12.7086 -7.7735 -3.9372
C 11.6390 -8.2238 -4.9617
N 11.9781 -8.0098 -6.3461
C 13.0978 -8.3551 -7.0537
C 13.1307 -7.6689 -8.2907
N 11.9816 -6.9224 -8.3823
C 11.3051 -7.1446 -7.2116
C 11.6781 -5.9900 -9.4491
H 12.5750 -6.7634 -3.5500
H 13.7001 -7.9387 -4.3589
H 12.6363 -8.2943 -2.9825
H 10.6170 -7.9141 -4.7434
H 11.5627 -9.3091 -4.8948
H 13.8948 -8.9832 -6.6841
H 13.8897 -7.6446 -9.0586
H 10.4558 -6.6340 -6.7822
H 10.7515 -6.1748 -9.9927
H 12.4673 -6.0655 -10.1971
H 11.5999 -4.9782 -9.0511
C 15.8737 -5.9127 8.7893
C 16.9941 -6.1965 7.8446
N 16.6176 -5.8398 6.4622
C 17.0777 -4.7698 5.7454
C 16.4846 -4.8692 4.4629
N 15.6277 -5.9896 4.4747
C 15.7468 -6.6005 5.7083
C 14.6423 -6.3088 3.4566
H 15.9769 -6.4428 9.7361
H 14.9203 -6.1294 8.3075
H 15.9283 -4.8558 9.0501
H 17.2885 -7.2458 7.8266
H 17.8840 -5.6672 8.1855
H 17.6994 -3.9981 6.1747
H 16.6648 -4.3345 3.5420
H 15.1701 -7.4334 6.0826
H 14.9415 -5.8128 2.5333
H 13.6284 -5.9970 3.7075
H 14.4618 -7.3526 3.1998
C 3.1668 0.4716 -5.5123
C 2.3188 -0.5187 -6.2559
N 3.0702 -1.6899 -6.7675
C 4.0489 -2.4838 -6.1374
C 4.6469 -3.3379 -7.0175
N 4.0660 -3.0479 -8.2776
C 3.0449 -2.1292 -8.0684
C 4.2576 -3.7192 -9.5672
H 3.8645 1.0187 -6.1463
H 3.6928 0.0745 -4.6442
H 2.6027 1.3750 -5.2802
H 1.7364 -0.0684 -7.0597
H 1.5940 -0.9912 -5.5930
H 4.1589 -2.2811 -5.0823
H 5.4214 -4.0813 -6.8996
H 2.4941 -1.6271 -8.8500
H 4.9205 -4.5418 -9.2989
H 4.7919 -3.0825 -10.2724
H 3.3440 -4.0803 -10.0395
C 16.8515 -1.7684 -5.7680
N 16.5851 -2.2393 -7.2188
C 16.2653 -3.7561 -6.9824
C 15.2729 -1.5716 -7.7488
C 17.7899 -1.9714 -8.2180
C 17.5345 -2.2977 -9.7062
O 17.2098 -1.1112 -10.4938
H 16.8186 -0.6802 -5.8221
H 17.8074 -2.1564 -5.4160
H 16.1098 -2.0296 -5.0132
H 16.4638 -4.3525 -7.8729
H 15.1865 -3.9093 -6.9535
H 16.7192 -4.1747 -6.0842
H 15.4467 -0.4969 -7.8021
H 14.4395 -1.8029 -7.0855
H 15.0956 -1.9083 -8.7703
H 18.6613 -2.4625 -7.7850
H 17.9608 -0.9011 -8.1018
H 16.8596 -3.1286 -9.9115
H 18.4491 -2.6977 -10.1439
H 16.4443 -1.3460 -11.0234
C 8.3063 -14.1194 -6.5693
N 7.4779 -14.8870 -5.5617
C 6.2052 -14.2059 -4.9931
C 6.8475 -16.0292 -6.4493
C 8.3000 -15.5052 -4.3899
C 8.9807 -14.5517 -3.4200
O 8.0149 -13.8889 -2.5816
H 9.1162 -14.7845 -6.8691
H 8.5844 -13.2883 -5.9212
H 7.6744 -13.8092 -7.4016
H 6.4675 -13.4113 -4.2946
H 5.6219 -14.9962 -4.5208
H 5.6465 -13.8861 -5.8727
H 6.3421 -15.5562 -7.2914
H 6.1645 -16.6604 -5.8808
H 7.6225 -16.6901 -6.8374
H 9.0819 -16.1029 -4.8584
H 7.6591 -16.1087 -3.7472
H 9.6797 -13.8836 -3.9232
H 9.5722 -15.2139 -2.7879
H 8.2956 -13.0092 -2.3188
B 6.4682 -9.2791 -7.0602
F 6.9364 -8.2716 -7.8543
F 6.0029 -10.2649 -7.8011
F 7.4516 -9.7353 -6.2573
F 5.4953 -8.8202 -6.1817
B 14.1494 -1.6225 -14.6624
F 13.1950 -0.9196 -15.2940
F 14.2381 -2.7561 -15.3923
F 15.2440 -0.8393 -14.6287
F 13.8200 -1.9633 -13.3697
B 9.2272 -9.7182 1.1082
F 9.7336 -10.1544 -0.1354
F 8.6691 -10.7363 1.7472
F 10.2316 -9.1350 1.8846
F 8.2894 -8.7830 0.8543
B 14.1338 -14.7476 -5.4559
F 13.4644 -15.4942 -4.5099
F 15.3545 -15.3582 -5.7149
F 13.4420 -14.9083 -6.5661
F 14.2538 -13.4704 -5.0801
B 9.8812 -2.8677 -4.7083
F 9.7359 -3.1262 -6.0393
F 11.1182 -2.2792 -4.4507
F 8.8430 -2.0266 -4.2841
F 9.6651 -4.0439 -3.9882
B 8.9244 -4.2148 -14.7808
F 10.2349 -4.4310 -14.7058
F 8.3337 -5.4076 -14.6078
F 8.5049 -3.3161 -13.8402
F 8.7787 -3.7850 -16.0652
B 18.1763 -9.8135 -10.5508
F 19.5486 -9.7397 -10.3413
F 17.6499 -8.5531 -10.4855
F 17.9617 -10.3792 -11.8013
F 17.5461 -10.5894 -9.6207
B 18.4651 -5.1464 -1.2584
F 19.2910 -5.2765 -2.4470
F 19.2988 -4.9698 -0.1823
F 17.5155 -4.1823 -1.3990
F 17.8133 -6.3822 -1.1510
```

Computed properties:
E in eV: -157209.5139
Multiplicity: 1
Net charge: -1

=====

No. 2
Formula: C19H13BF5NO6
Source: the OMol25 dataset
Level of theory: ωB97M-V with the def2-TZVPD basis set

The geometry in XYZ format:
```
45
C19H13BF5NO6 | the OMol25 dataset | ωB97M-V with the def2-TZVPD basis set
N 5.3184 0.6371 -3.9467
B 5.0571 2.0644 -3.4063
O 5.7258 3.1521 -4.2048
C 4.1198 2.3761 -2.0669
O 4.6734 3.4721 -1.2038
C 3.5236 3.7328 -0.2786
O 3.5266 4.4198 0.8942
O 2.2616 3.1298 -0.8184
C 2.6214 3.0086 -2.2666
C 1.5383 2.2861 -3.2627
F 1.9257 2.2490 -4.6920
F 0.2875 3.1306 -3.1920
C 1.0744 0.7757 -2.7982
F 0.3619 0.8389 -1.4766
F 2.2583 -0.1391 -2.7552
F 0.0576 0.3236 -3.8201
H 6.2043 0.6338 -4.5359
H 5.4128 -0.0446 -3.1513
H 5.4691 3.0523 -5.1884
H 4.2503 1.4529 -1.3214
H 2.5495 4.1453 -2.6110
O -5.3847 -2.6781 2.2451
C -4.2216 -2.2965 2.2883
C -3.5257 -2.1619 3.5843
C -4.1960 -2.4935 4.7690
C -3.5326 -2.4071 5.9938
C -2.2019 -1.9922 6.0397
C -1.5378 -1.6446 4.8623
C -2.2030 -1.7236 3.6327
C -1.4981 -1.3368 2.3944
O -0.3541 -0.8996 2.4428
C -2.1866 -1.4900 1.0975
C -1.5142 -1.1600 -0.0867
C -2.1450 -1.3334 -1.3195
C -3.4448 -1.8358 -1.3738
C -4.1219 -2.1517 -0.1940
C -3.4932 -1.9733 1.0453
H -5.2330 -2.8234 4.7403
H -4.0530 -2.6693 6.9123
H -1.6810 -1.9371 6.9930
H -0.5005 -1.3166 4.9064
H -0.4976 -0.7719 -0.0523
H -1.6200 -1.0804 -2.2380
H -3.9331 -1.9800 -2.3352
H -5.1378 -2.5405 -0.2450
```

Computed properties:
SMILES string: NB(O)[C@H]1OC(=O)O[C@@H]1C(F)(F)C(F)(F)F.O=C1c2ccccc2C(=O)c2ccccc21
E in eV: -47949.5555
Multiplicity: 1
Net charge: 0